(1)
ORCA calculation (ωB97M-V/def2-TZVPD) on C5H7LiNiO3 as an isolated structure in a non-equilibrium geometry.

The geometry in XYZ format:
```
17
Properties=species:S:1:pos:R:3:forces:R:3:lowdin_charge:R:1
C 2.60502 -3.12005 -0.40090 -1.871 0.064 -2.125 0.083
H -0.27097 1.56304 1.20658 -0.234 -0.193 0.236 0.144
H 3.68372 -3.19153 -0.37417 -0.072 -0.212 0.897 0.096
H -2.53318 2.17807 2.25757 -0.019 -0.081 -0.182 0.122
C -0.09002 -0.96082 0.37552 -1.338 1.163 -1.725 -0.585
H 0.93279 -3.03296 -1.91525 -0.418 -0.447 0.563 0.085
O -1.10434 -0.14477 0.35576 0.499 -1.824 0.160 0.084
C -1.17650 0.94897 1.22622 0.087 2.266 0.611 -0.045
H -3.27555 0.71650 1.53837 0.085 0.251 0.005 0.096
O -0.37959 -2.18424 0.38849 -0.250 -1.418 0.826 -0.007
Ni -1.92427 -2.86824 1.10842 -0.149 -0.199 0.097 1.486
H -2.81532 2.09181 0.49761 -0.018 -0.043 0.233 0.125
O 1.08894 -0.53912 0.08994 2.581 -1.479 1.951 0.081
Li 1.50356 0.39824 -1.67613 0.421 0.425 -0.397 0.918
H 1.90141 -1.31114 0.43180 -2.276 1.380 -1.665 0.273
C -2.52715 1.50774 1.39051 0.030 -0.188 -0.093 -0.022
C 1.54858 -3.19518 -1.04199 2.941 0.535 0.606 0.064
```
Positions in Å, forces in eV/Å.

The spin multiplicity is 4. The value obtained for the HOMO-LUMO gap (spin up / spin down) is 0.1668 / 0.1585 Eh. Its molecular weight is 180.74 g mol⁻¹. Its net charge is +3. The value obtained for the maximum force is 3.56 eV/A. The energy comes out at -1934.83304 hartree.

(2)
ORCA calculation (ωB97M-V/def2-TZVPD) on a 9-piece molecular cluster, C34H44Cl4F32O7 overall in a non-equilibrium geometry.

The geometry in XYZ format:
```
121
Properties=species:S:1:pos:R:3:forces:R:3:lowdin_charge:R:1
C -0.27439 -3.26218 5.55428 -0.454 -1.671 1.205 -0.261
C -2.83193 -0.75291 4.64233 -0.812 0.339 -0.328 -0.046
C -3.86126 -3.88095 1.57642 0.369 -0.778 -0.168 -0.452
C 2.39634 -0.94878 1.98901 0.551 1.427 -0.806 -0.281
H -0.85897 -4.19145 5.50904 -0.125 0.361 -0.342 0.173
H 3.41078 -1.24265 -1.78643 -0.255 0.236 0.077 0.114
H -3.63248 -1.05866 3.96902 -0.033 0.251 -0.054 0.144
H 1.16801 0.56023 -4.32192 -0.039 0.167 -0.239 -0.006
F 3.04927 1.90470 3.79049 0.000 0.171 0.177 0.083
F 6.21722 -3.63904 3.46840 0.025 0.090 0.165 0.151
F 3.40421 4.47055 2.72512 0.060 -0.099 -0.083 0.128
C 2.02490 2.76262 3.53860 0.139 -0.512 -0.353 -0.287
O 0.66612 5.03763 2.39169 -0.022 -0.379 0.197 0.041
C 2.09707 1.10435 -4.18707 -0.171 0.009 0.342 -1.027
C -2.49975 4.69290 -3.30134 0.627 -0.229 0.977 -0.188
C -3.55292 5.79049 -3.29240 -0.704 -0.440 -0.920 -0.158
H -2.68984 -1.39414 -6.77442 0.168 -0.043 0.040 0.107
C -2.51924 -3.29835 1.17193 -0.170 0.389 0.318 -0.055
C -1.22109 4.82971 1.08311 0.092 -2.138 -0.459 -0.319
F -1.86015 -3.74394 -1.38811 -0.037 -0.083 -0.645 0.136
H 3.82544 -1.65731 -4.00386 0.507 -0.301 0.081 0.085
H -0.92806 1.83689 -4.79630 0.147 -0.117 0.028 0.089
Cl -2.16461 -0.79961 -2.09273 -0.033 0.126 0.215 0.607
C 1.35102 5.18343 3.63086 -0.189 0.911 0.525 -0.053
F -3.32781 1.38194 3.87825 0.074 -0.444 -0.056 0.107
F 7.93178 -2.03266 4.99413 0.044 -0.209 -0.457 0.104
F -0.42556 -0.94356 5.98307 -0.252 -0.521 0.121 0.147
O 1.43203 -1.47994 -2.38701 -0.101 0.710 -0.057 -0.186
C -0.99164 -4.05904 -0.42974 -0.584 -0.671 1.169 -0.582
O -1.98376 -1.88616 4.65101 1.112 -0.069 0.673 0.020
C -1.18657 -2.05424 5.76950 -0.272 1.099 -1.100 -0.517
C -1.00524 0.33118 -1.36297 0.725 -0.694 -0.156 -0.994
F -0.20204 -3.00800 -0.21053 0.722 0.596 -0.526 0.154
Cl -1.71125 1.89818 -1.06665 -0.081 0.247 0.044 0.621
C 0.82076 -2.22630 -3.43850 0.631 -0.623 -0.208 -0.210
F 1.47816 -0.68324 1.01624 -0.134 -0.639 0.099 0.080
F -1.17012 4.19480 3.32407 -0.448 -0.327 0.401 0.163
F -4.48942 -4.32965 0.46093 -0.080 -0.216 0.031 0.129
F -1.48256 1.21509 4.96947 0.482 -0.250 -0.247 0.132
H 0.42982 -3.14744 -3.00620 -0.045 -0.149 -0.121 0.095
F -2.28350 -0.30522 1.82751 -0.350 0.303 0.574 0.085
H -1.51775 2.20350 -6.42867 0.006 0.145 0.044 0.126
H -3.14131 -5.89795 2.21093 -0.075 0.177 -0.511 0.172
H -4.56632 5.39232 -3.20718 0.013 -0.080 -0.173 0.111
F -0.79282 5.65941 0.12089 -0.262 0.726 0.376 0.117
H 0.40031 -5.63424 0.12715 0.049 0.545 0.067 0.174
H -0.45023 -1.23973 -7.33969 0.641 0.278 0.099 0.116
C 3.63393 -2.79860 3.23121 -0.724 -0.779 0.805 -0.064
H 1.68809 6.21806 3.70989 0.401 -0.117 -0.032 0.155
C -0.87473 -0.23668 -7.29103 -0.112 -0.059 0.136 -0.192
C -0.69771 5.11542 2.48745 0.881 0.622 -0.856 -0.572
C 2.50720 4.21363 3.70850 -0.404 -0.184 -0.391 -0.456
H 1.78547 -3.47179 -4.90360 0.092 0.110 -0.236 0.113
H 3.95658 -3.83615 3.13567 0.133 0.065 -0.507 0.151
C -2.24691 0.55329 4.08589 -1.541 0.037 0.035 -0.440
H -3.43373 0.98101 -5.52566 0.053 0.122 -0.203 0.112
F 0.48119 -3.40431 6.69270 0.139 0.461 -0.747 0.081
H -3.30238 -0.50064 5.59421 0.294 -0.267 0.210 0.156
C -1.54868 0.36989 2.75655 1.635 0.269 -0.755 -0.270
F 1.01301 2.49629 4.39863 0.255 0.116 0.128 0.092
C -3.25603 6.41774 -4.65783 -0.165 -0.080 0.271 -0.217
F 0.69789 -5.10982 -1.75945 -0.403 0.085 -0.213 0.098
O 4.72103 -1.94459 3.54059 0.515 -0.442 0.110 0.037
F -3.01684 -4.57034 3.64471 -0.377 0.123 0.175 0.068
H -0.70634 4.72165 -4.62632 -0.078 -0.067 0.050 0.094
H -0.00150 -1.73234 -3.95587 -0.018 0.572 0.545 0.100
C -2.33790 -0.37050 -6.88707 -0.952 0.572 -0.371 -0.165
H -2.76766 -2.59530 0.37522 0.329 0.101 0.017 0.129
C 2.93702 -2.37961 1.94252 0.723 -0.229 0.660 -0.440
F -1.97113 -2.22598 6.85328 0.455 -0.143 -0.007 0.159
C 5.76549 -2.58968 4.18845 -0.564 0.713 -0.905 -0.525
F 3.86194 -2.48236 0.95455 -0.253 0.338 -0.405 0.121
C -0.17288 -5.31038 -0.74764 0.812 -1.021 0.799 -0.273
H 0.70235 5.02128 4.49305 -0.065 -0.254 -0.127 0.149
H -2.79389 3.80240 -3.85803 -0.290 0.107 -0.034 0.104
H 3.19553 -0.22378 1.81510 0.296 -0.285 0.165 0.174
H 3.78080 -3.40712 -3.58911 0.081 0.044 0.107 0.109
F -0.97205 -6.37414 -1.01579 -0.231 0.513 -0.539 0.100
H -0.65177 5.87089 -3.23922 0.260 -0.638 0.157 0.118
Cl 3.10839 0.86406 -5.60856 0.064 0.018 0.075 0.566
H 1.67396 2.54757 2.52648 -0.018 0.302 -0.010 0.169
C 6.85931 -1.51889 4.35817 -0.421 0.887 0.813 -0.288
H -3.72690 7.39149 -4.79805 0.490 0.245 0.098 0.116
H 2.91726 -2.84031 4.05428 -0.080 0.443 -0.052 0.132
F 7.19723 -0.98317 3.16477 0.261 -0.652 -0.039 0.105
O -1.64111 -4.33732 0.74739 -0.487 -0.310 -0.365 0.033
F 1.83317 -0.64454 3.17408 -0.334 -0.495 0.304 0.093
H -2.26002 4.37943 -2.28375 0.055 -0.131 -0.104 0.060
F -4.91840 -5.50697 2.96439 -0.117 0.334 0.165 0.108
C -1.27382 1.39507 -5.72922 -0.379 -0.315 -0.283 -0.199
C 3.23379 -2.46924 -3.58187 -0.490 0.768 -0.109 -0.131
C -3.71921 -5.04552 2.56786 0.466 -0.410 0.123 -0.280
H -0.85117 3.83394 0.81612 0.094 0.015 0.109 0.123
F 5.34285 -3.07613 5.37579 0.321 0.090 -0.066 0.155
H -0.61066 -0.18809 2.86685 -0.090 0.176 0.166 0.157
H 1.96761 -1.70993 -5.18276 0.039 -0.141 -0.173 0.071
O -0.24461 0.58560 -6.30662 0.021 -0.274 0.456 -0.179
F 0.51145 -3.19062 4.46044 -0.119 0.548 0.364 0.103
C -2.48028 0.45797 -5.60660 0.165 -0.041 0.240 -0.162
H -0.77522 0.26521 -8.25511 0.032 -0.168 -0.139 0.118
O -1.83864 6.47860 -4.68962 -0.071 0.283 -0.606 -0.152
C 1.95112 -2.50069 -4.43657 -0.352 -0.526 0.452 -0.149
H -2.04692 -2.80122 2.01627 -0.192 0.161 0.010 0.130
F -4.64225 -2.92230 2.11211 0.094 0.255 0.207 0.138
H -0.61260 -0.11211 -0.45206 -0.384 0.079 0.170 0.008
H -3.46454 6.50801 -2.47746 0.461 0.051 -0.069 0.115
H 2.58933 0.72869 -3.29691 0.207 0.021 -0.142 0.017
H 2.70578 -2.80719 -1.44383 -0.023 -0.230 -0.122 0.103
Cl 1.73678 2.82418 -3.89232 -0.046 -0.184 -0.063 0.538
F -1.06649 6.31870 2.95166 -0.287 0.362 0.219 0.169
H -3.60064 5.80751 -5.50181 -0.198 -0.285 0.195 0.116
F -1.25576 1.60140 2.23689 -0.119 -0.461 0.176 0.063
C -1.29292 5.35602 -3.96029 -0.388 1.285 0.145 -0.179
F 3.14441 4.35715 4.88793 -0.099 0.031 0.146 0.137
C 2.74926 -2.00924 -2.18843 -0.159 -0.356 -0.351 -0.185
H -2.43098 -0.17567 -4.71971 0.323 0.077 -0.044 0.050
H -0.15010 0.39576 -2.03083 -0.205 0.255 -0.173 0.009
F -2.56821 4.72544 1.08993 -0.128 0.727 -0.003 0.097
H 6.48390 -0.68321 4.95823 -0.172 -0.260 0.102 0.175
H -2.94398 0.09359 -7.66980 -0.132 -0.152 0.045 0.108
F 1.95379 -3.26305 1.67927 -0.238 -0.046 0.060 0.127
```
Positions in Å, forces in eV/Å.

The value obtained for the HOMO-LUMO gap is 0.3509 Eh. Its molecular weight is 1314.47 g mol⁻¹. The value obtained for the maximum force is 2.19 eV/A. As for the structure (SMILES): FC(F)C(F)(F)COC(F)(F)C(F)F.FC(F)C(F)(F)COC(F)(F)C(F)F.FC(F)C(F)(F)COC(F)(F)C(F)F.FC(F)C(F)(F)COC(F)(F)C(F)F.C1CCOC1.C1CCOC1.C1CCOC1.ClCCl.ClCCl. The energy comes out at -6885.11025 hartree.

(3)
ORCA calculation (ωB97M-V/def2-TZVPD) on C41H30Br4ClN2O6PRhS as an isolated structure in a non-equilibrium geometry.

The geometry in XYZ format:
```
87
Properties=species:S:1:pos:R:3:forces:R:3:lowdin_charge:R:1
C 1.12619 0.04839 5.44352 3.612 -0.316 0.459 -0.724
H 6.30701 0.77885 -3.23746 -0.892 -0.506 0.688 0.087
N 1.27723 -4.76544 -2.67795 0.844 -1.246 1.189 -0.127
C -1.64870 2.76199 2.91688 -0.892 0.083 -0.026 -0.104
C 2.02126 3.82595 -1.17711 -0.560 -2.194 -0.031 -0.069
H -5.68893 2.77285 0.34164 0.132 -0.438 -0.124 0.120
O -1.57586 -0.60785 3.18769 2.646 0.734 -0.312 -0.120
O 3.51118 -5.64188 -3.07039 1.019 -1.428 0.249 -0.298
C 2.12575 -0.40892 3.23140 -0.770 0.097 0.338 -0.672
H 1.92820 3.12281 4.27971 0.195 0.011 0.087 0.108
Br 3.49792 -0.39714 1.96596 0.498 -0.172 0.058 0.822
H 1.36246 -5.21571 0.76802 -0.930 0.810 -0.587 0.138
C -0.16468 3.45100 4.65558 -0.081 0.226 0.638 -0.083
H -3.39067 4.08801 -2.96556 -0.282 -0.353 -0.195 0.105
H 3.00654 3.52654 -3.05176 0.093 -0.887 0.930 0.119
C -1.48709 3.30700 4.18063 1.910 0.150 -0.081 -0.099
C 4.71764 -0.67918 -2.77006 0.870 0.379 2.007 -0.288
C 5.51292 0.55164 -2.45977 0.222 2.370 -1.524 -0.067
C -3.41965 -1.21450 0.31322 0.237 0.357 0.660 -0.245
Br 1.49593 0.42949 7.30132 -0.543 -0.129 -0.825 0.670
C -3.47174 3.48549 -2.06858 -0.841 1.190 0.356 -0.089
Br -1.58582 0.26707 5.90782 -1.265 0.238 1.144 0.878
H -5.62331 3.77326 -1.86167 1.905 -0.799 1.216 0.142
O 0.63843 -0.68296 1.39099 0.503 -0.309 0.993 -0.217
H 0.62890 -4.00105 -2.66661 -0.469 0.549 -0.128 0.084
H -1.43183 2.94652 -2.01523 0.624 0.575 -0.250 0.091
Br 3.99417 -0.31089 5.36013 0.188 0.069 -0.194 0.718
C 0.93340 3.03549 3.87488 -0.695 0.838 0.724 -0.088
H -6.62063 -1.56709 1.48370 0.525 0.317 -0.609 0.124
H 6.02361 -1.21613 -4.45933 -1.096 -0.034 0.800 0.128
H -3.75436 1.86459 1.43940 0.126 -0.730 0.428 0.083
C -0.56743 2.43194 2.10260 -0.185 -0.216 -0.051 -0.335
O 2.22821 -4.71193 -4.96461 0.177 0.375 -0.026 -0.296
O -0.47858 -3.41334 1.07841 0.969 -0.212 -0.827 -0.154
N -8.56568 -0.39932 -1.04781 -1.951 0.396 -0.444 0.127
C 5.14824 -1.49160 -3.80833 0.589 -0.137 -0.942 -0.058
H 4.64928 -3.29185 -4.90585 0.644 -0.387 -0.551 0.101
C -2.34133 3.04681 -1.46378 1.155 -1.999 0.634 -0.096
C -2.38380 2.38847 -0.23541 -0.847 -0.345 2.030 -0.295
C 4.50045 -2.67829 -4.05071 -1.462 -0.484 0.962 -0.062
C 0.81761 -0.53394 2.64426 -1.122 0.838 -0.373 -0.411
H 6.04081 0.61372 -1.51377 -0.215 -0.462 0.338 0.072
H 2.03137 1.24015 -3.48671 -0.200 0.784 1.105 0.126
H -5.17395 -0.30307 -2.42687 -0.437 0.042 0.266 0.115
H -2.92071 -0.64493 -1.69065 -0.522 0.160 0.369 0.086
C 3.45130 -3.07332 -3.19279 -0.587 0.179 -1.077 -0.217
O -0.32604 -2.97903 -1.09746 0.950 -0.797 0.533 -0.105
S 2.60818 -4.67926 -3.58282 -0.073 2.067 0.152 0.601
H 0.46168 -6.16900 -1.36419 0.251 0.273 0.029 0.121
Cl 0.16574 -0.19024 -2.04790 -0.499 0.051 0.088 0.763
H 2.19501 -6.11549 -1.24986 0.561 0.039 -0.365 0.093
C 0.42535 2.08038 -0.54106 -0.249 0.039 0.022 -0.356
C 2.28649 -0.23194 4.58614 -0.676 0.349 0.147 -0.737
C 0.74985 2.59124 2.59096 -1.248 -0.712 -0.513 -0.112
H -2.34459 3.61676 4.75074 -0.077 -0.012 0.247 0.098
H 1.56909 2.27489 1.96855 0.300 0.004 0.018 0.095
C -7.46690 -0.58098 -0.82788 2.340 -0.556 0.337 -0.205
C -4.64929 3.36350 -1.34684 -2.438 2.044 -4.521 -0.119
C 1.33235 -5.48974 -1.36469 -1.873 1.211 0.254 -0.164
C 3.69800 -1.04686 -1.86750 -0.655 -0.633 -1.281 -0.026
C 0.77649 1.38847 -1.70377 1.016 -0.240 0.278 -0.652
H -4.35992 -1.72595 2.19535 0.505 -0.379 0.831 0.078
C -5.03082 -0.61202 -1.39330 -0.703 0.477 -0.107 -0.056
C 1.06708 3.31411 -0.31736 -0.282 0.592 -0.240 -0.104
C -4.49228 -1.44131 1.18316 0.152 -0.078 -0.620 -0.123
C 2.99501 -2.23734 -2.17917 0.778 0.022 0.217 -0.061
H -2.68921 2.59700 2.58406 1.057 0.188 0.249 0.086
H 0.04818 3.88756 5.66706 -0.365 -0.553 -1.041 0.116
C 1.79219 1.84476 -2.56986 -0.559 -1.302 -0.114 -0.135
C -5.80390 -1.32200 0.77393 -0.664 0.134 1.027 -0.068
C 2.43279 3.00202 -2.24334 0.256 2.970 -1.680 -0.113
H 4.83979 1.46169 -2.50226 0.609 -0.880 0.211 0.073
C -3.63426 2.27399 0.46993 2.283 0.104 -1.670 -0.100
C -4.73019 2.72983 -0.17816 -1.948 0.315 2.317 -0.135
P -0.96873 1.48725 0.56377 0.529 0.639 -0.940 1.127
C -6.08153 -0.83274 -0.48265 -0.493 0.073 -1.154 -0.252
H 2.11655 -2.55356 -1.64530 -0.135 0.235 0.357 0.062
H 3.36793 -0.40162 -1.01998 0.384 -0.540 -0.879 0.089
C -0.36468 -0.31133 3.52679 -0.951 -1.872 0.058 -0.373
Rh -1.40494 -1.47623 0.88152 -0.467 0.221 0.165 1.072
C 1.21309 -4.53749 -0.11950 2.398 -2.316 -0.223 -0.102
H 2.34249 4.81751 -0.98866 0.700 0.660 -0.179 0.091
C 0.08485 -3.60240 -0.07749 -2.642 1.351 0.817 -0.647
C -3.74379 -0.76052 -0.96137 1.208 -0.773 -0.723 -0.159
H 0.77568 4.00409 0.47431 -0.250 -0.571 0.042 0.110
H 2.14581 -3.96151 -0.05965 -0.161 0.259 -0.203 0.117
C -0.07981 0.01572 4.91674 -1.712 -0.089 -1.431 -0.720
```
Positions in Å, forces in eV/Å.

The spin multiplicity is 5. The value obtained for the HOMO-LUMO gap (spin up / spin down) is 0.2426 / 0.2515 Eh. Its molecular weight is 1167.71 g mol⁻¹. Its net charge is -1. The value obtained for the maximum force is 5.53 eV/A. The energy comes out at -13747.64200 hartree.